[1]
The following is a quantum chemistry calculation of C51H42F3IN4O3PPtSb as an isolated structure, from the OMol25 dataset.

## Properties
Molar mass   1290.63 g/mol
Total energy   -3711.13867 Ha

Structure (ORCA input):
```
! RIJCOSX wB97M-V def2-TZVPD def2/J DEFGRID3
* xyz 2 1
Pt 0.65 0.75 -0.29
O 7.08 0.79 2.30
C 6.91 0.70 0.90
C 5.43 0.69 0.61
C 4.97 0.56 -0.70
C 3.62 0.53 -0.93
N 2.72 0.63 0.07
C 3.15 0.77 1.34
C 4.50 0.80 1.63
C 2.12 0.92 2.40
C 2.39 0.87 3.75
C 1.36 1.06 4.67
C 1.69 1.01 6.15
O 2.51 -0.11 6.45
C 0.08 1.27 4.19
C -0.13 1.28 2.82
N 0.87 1.10 1.96
H 8.02 0.79 2.51
H 7.35 -0.21 0.49
H 7.36 1.55 0.38
H 5.66 0.46 -1.53
H 3.22 0.41 -1.93
H 4.86 0.93 2.64
H 3.39 0.67 4.12
H 0.78 1.04 6.74
H 2.27 1.90 6.40
H 1.97 -0.85 6.73
H -0.75 1.43 4.87
H -1.12 1.42 2.39
I -0.08 6.65 1.52
C 0.76 5.08 0.50
C 1.94 5.06 -0.20
N 2.05 3.82 -0.72
N 1.00 3.04 -0.41
C 0.21 3.79 0.34
H 2.69 5.82 -0.35
H 2.78 3.48 -1.32
H -0.72 3.40 0.73
F 2.17 -4.32 5.55
C 1.82 -3.84 4.36
C 2.55 -2.81 3.82
C 2.16 -2.29 2.59
C 1.05 -2.81 1.92
C 0.35 -3.88 2.48
C 0.74 -4.41 3.70
Sb 0.31 -1.97 0.12
C 0.50 -3.70 -1.10
C -0.37 -3.97 -2.16
C -0.28 -5.18 -2.84
C 0.70 -6.08 -2.48
F 0.78 -7.24 -3.13
C 1.60 -5.82 -1.46
C 1.50 -4.62 -0.77
C -1.74 -2.06 0.67
C -2.76 -2.36 -0.24
C -4.09 -2.38 0.16
C -4.39 -2.08 1.47
F -5.67 -2.07 1.86
C -3.41 -1.76 2.40
C -2.08 -1.76 1.99
H 3.41 -2.42 4.36
H 2.75 -1.50 2.14
H -0.50 -4.32 1.96
H 0.22 -5.25 4.15
H -1.12 -3.26 -2.46
H -0.96 -5.42 -3.66
H 2.37 -6.55 -1.23
H 2.19 -4.42 0.04
H -2.53 -2.60 -1.27
H -4.89 -2.63 -0.53
H -3.70 -1.54 3.43
H -1.31 -1.54 2.72
O -1.44 1.22 -0.48
P -2.12 1.43 -1.86
C -1.74 2.95 -2.72
C -0.90 2.99 -3.83
C -0.60 4.21 -4.43
C -1.16 5.39 -3.93
C -2.03 5.35 -2.85
C -2.32 4.13 -2.25
C -3.88 1.46 -1.65
C -4.71 1.91 -2.68
C -6.09 1.90 -2.50
C -6.63 1.45 -1.30
C -5.80 1.01 -0.27
C -4.42 1.01 -0.45
C -1.61 0.12 -2.98
C -0.25 -0.19 -3.01
C 0.24 -1.17 -3.85
C -0.64 -1.84 -4.70
C -2.00 -1.54 -4.68
C -2.49 -0.57 -3.81
H -0.49 2.08 -4.25
H 0.05 4.25 -5.30
H -0.93 6.34 -4.40
H -2.49 6.26 -2.48
H -3.01 4.10 -1.41
H -4.28 2.28 -3.61
H -6.74 2.25 -3.30
H -7.70 1.46 -1.16
H -6.23 0.67 0.66
H -3.76 0.68 0.34
H 0.43 0.37 -2.34
H 1.29 -1.42 -3.86
H -0.26 -2.61 -5.37
H -2.68 -2.06 -5.35
H -3.55 -0.33 -3.79
*
```

These are the Löwdin partial charges, in e, on atoms 1 to 8: atom 1 (Pt): 0.857, atom 2 (O): -0.039, atom 3 (C): -0.189, atom 4 (C): -0.142, atom 5 (C): 0.015, atom 6 (C): -0.103, atom 7 (N): -0.071, atom 8 (C): -0.195

[2]
The following is a quantum chemistry calculation of C51H42INO2S6SbTeTi as an isolated structure, from the OMol25 dataset.

## Properties
Molar mass   1317.43 g/mol
Total energy   -6218.22109 Ha

Structure (ORCA input):
```
! RIJCOSX wB97M-V def2-TZVPD def2/J DEFGRID3
* xyz 1 1
Ti 0.52 0.27 -0.88
C 5.15 -2.25 3.75
C 4.28 -1.90 2.61
C 4.80 -1.64 1.39
C 4.18 -1.27 0.29
C 4.92 -0.84 -0.97
O 5.91 -0.12 -0.77
C 4.53 -1.27 -2.33
C 5.29 -0.75 -3.38
C 5.06 -1.29 -4.65
C 4.07 -2.26 -4.83
C 3.23 -2.63 -3.78
C 3.54 -2.21 -2.49
C 2.91 -0.84 0.56
O 2.21 -0.18 -0.45
C 2.24 -1.01 1.80
C 2.98 -1.57 2.82
C 0.87 -0.52 2.09
N 0.03 -0.06 1.26
C -1.30 0.47 1.69
C -1.19 2.00 1.98
Te -0.23 2.96 0.24
C 1.36 3.65 1.43
C 1.40 4.99 1.74
C 2.32 5.43 2.69
C 3.15 4.50 3.26
C 3.06 3.16 2.89
C 2.22 2.73 1.91
C 0.33 -0.86 3.47
C 0.83 -0.05 4.52
C 0.29 -0.32 5.79
C -0.61 -1.36 6.00
C -1.08 -2.16 4.89
C -0.45 -1.99 3.69
H 5.03 -1.44 4.52
H 6.20 -2.29 3.36
H 5.00 -3.17 4.32
H 5.88 -1.92 1.30
H 6.09 0.00 -3.19
H 5.63 -0.97 -5.52
H 3.86 -2.75 -5.82
H 2.54 -3.45 -3.96
H 2.91 -2.57 -1.72
H 2.44 -1.82 3.78
H -1.63 -0.17 2.57
H -1.98 0.29 0.87
H -0.44 2.25 2.78
H -2.13 2.45 2.24
H 0.60 5.60 1.38
H 2.37 6.49 2.89
H 3.69 4.93 4.10
H 3.65 2.43 3.39
H 2.14 1.71 1.55
H 1.37 0.80 4.33
H 0.72 0.22 6.64
H -0.99 -1.44 7.04
H -1.92 -2.81 5.01
H -0.62 -2.67 2.81
C 1.20 5.87 -4.34
S 0.57 5.15 -2.79
C 1.99 4.38 -2.15
C 2.17 3.06 -1.92
S 1.14 1.77 -2.59
S 3.61 2.66 -1.04
C 4.27 4.33 -0.73
S 5.70 4.51 0.11
S 3.26 5.46 -1.54
H 0.31 6.20 -4.86
H 1.73 5.10 -4.87
H 1.95 6.59 -4.00
I -0.12 -2.18 -1.52
S -1.83 0.84 -1.84
Sb -3.41 -0.79 -1.50
C -3.43 -1.94 -3.19
C -2.93 -1.35 -4.38
C -2.79 -2.10 -5.54
C -3.27 -3.41 -5.53
C -3.86 -3.94 -4.39
C -3.93 -3.24 -3.21
C -3.42 -2.02 0.22
C -4.18 -1.69 1.37
C -4.16 -2.50 2.50
C -3.46 -3.68 2.43
C -2.87 -4.13 1.20
C -2.84 -3.26 0.10
C -5.34 0.16 -1.33
C -6.56 -0.56 -1.18
C -7.73 0.13 -1.01
C -7.74 1.51 -1.22
C -6.58 2.21 -1.39
C -5.36 1.57 -1.38
H -2.65 -0.32 -4.45
H -2.40 -1.72 -6.46
H -3.22 -4.05 -6.44
H -4.27 -4.96 -4.48
H -4.36 -3.75 -2.27
H -4.74 -0.79 1.37
H -4.67 -2.22 3.40
H -3.41 -4.32 3.33
H -2.31 -5.06 1.22
H -2.35 -3.55 -0.76
H -6.61 -1.63 -1.11
H -8.61 -0.34 -0.77
H -8.67 2.08 -1.09
H -6.57 3.26 -1.40
H -4.47 2.15 -1.53
*
```

These are the Löwdin partial charges, in e, on atoms 1 to 8: atom 1 (Ti): 0.093, atom 2 (C): -0.035, atom 3 (C): -0.266, atom 4 (C): 0.005, atom 5 (C): -0.076, atom 6 (C): -0.248, atom 7 (O): 0.081, atom 8 (C): -0.169

[3]
The following is a quantum chemistry calculation of C51H42INOP2Re as an isolated structure, from the OMol25 dataset.

## Properties
Molar mass   1059.96 g/mol
Total energy   -3156.86313 Ha

Structure (ORCA input):
```
! RIJCOSX wB97M-V def2-TZVPD def2/J DEFGRID3
* xyz 2 2
Re 0.69 0.32 -0.43
C -2.35 -4.06 3.23
C -0.92 -3.83 2.71
C 0.00 -4.96 3.22
C -0.40 -2.50 3.20
C -0.30 -2.30 4.58
C 0.17 -1.12 5.13
C 0.58 -0.11 4.28
C 0.51 -0.29 2.91
P 1.05 1.05 1.87
C 0.01 2.44 2.36
C 0.52 3.54 3.06
C -0.34 4.57 3.43
C -1.69 4.50 3.12
C -2.20 3.39 2.45
C -1.35 2.36 2.08
C 2.76 1.44 2.27
C 3.53 0.61 3.07
C 4.88 0.90 3.26
C 5.45 2.00 2.64
C 4.68 2.81 1.82
C 3.34 2.53 1.63
C 0.00 -1.47 2.38
O -0.11 -1.54 0.96
C -0.54 -2.77 0.40
C -0.57 -2.85 -0.98
C -0.94 -4.03 -1.60
C -1.34 -5.12 -0.85
C -1.33 -5.00 0.53
C -0.93 -3.85 1.19
P -0.06 -1.47 -2.00
C 1.12 -2.20 -3.17
C 1.10 -1.91 -4.54
C 2.00 -2.53 -5.40
C 2.92 -3.44 -4.91
C 2.93 -3.75 -3.55
C 2.04 -3.14 -2.69
C -1.48 -0.96 -2.98
C -2.68 -1.66 -2.97
C -3.73 -1.26 -3.80
C -3.59 -0.15 -4.61
C -2.41 0.58 -4.60
C -1.36 0.18 -3.78
H -2.37 -4.08 4.32
H -2.76 -5.01 2.88
H -3.02 -3.26 2.90
H 0.03 -4.97 4.31
H 1.02 -4.83 2.85
H -0.36 -5.94 2.89
H -0.61 -3.09 5.25
H 0.22 -0.99 6.20
H 0.96 0.82 4.68
H 1.57 3.60 3.30
H 0.05 5.43 3.97
H -2.35 5.31 3.41
H -3.26 3.32 2.23
H -1.75 1.49 1.58
H 3.10 -0.26 3.55
H 5.48 0.26 3.89
H 6.50 2.22 2.79
H 5.13 3.67 1.32
H 2.74 3.17 0.98
H -0.91 -4.10 -2.69
H -1.64 -6.04 -1.32
H -1.64 -5.86 1.13
H 0.37 -1.23 -4.95
H 1.97 -2.30 -6.46
H 3.61 -3.92 -5.58
H 3.63 -4.48 -3.17
H 2.03 -3.42 -1.64
H -2.81 -2.52 -2.33
H -4.66 -1.82 -3.79
H -4.41 0.16 -5.25
H -2.30 1.46 -5.23
H -0.44 0.76 -3.77
C 2.68 4.69 -1.34
C 2.78 3.53 -2.07
C 1.75 2.58 -2.01
C 0.67 2.81 -1.16
C 0.58 3.98 -0.39
C 1.57 4.93 -0.51
N -0.35 1.78 -1.04
C -1.71 2.12 -1.34
C -2.72 1.28 -0.89
C -4.04 1.60 -1.13
C -4.35 2.77 -1.82
C -3.34 3.61 -2.27
C -2.02 3.28 -2.04
H 3.46 5.44 -1.42
H 3.63 3.36 -2.72
H 1.77 1.70 -2.64
H -0.28 4.15 0.24
H 1.50 5.85 0.05
H -2.46 0.37 -0.35
H -4.83 0.94 -0.78
H -5.39 3.03 -1.99
H -3.58 4.52 -2.80
H -1.22 3.93 -2.39
I 3.10 -0.74 -0.36
*
```

These are the Löwdin partial charges, in e, on atoms 1 to 8: atom 1 (Re): 0.863, atom 2 (C): -0.001, atom 3 (C): -0.431, atom 4 (C): -0.001, atom 5 (C): -0.085, atom 6 (C): 0.013, atom 7 (C): -0.022, atom 8 (C): -0.062

[4]
The following is a quantum chemistry calculation of C51H43NOP3PdS3 as an isolated structure, from the OMol25 dataset.

## Properties
Molar mass   981.45 g/mol
Total energy   -4445.62744 Ha

Structure (ORCA input):
```
! RIJCOSX wB97M-V def2-TZVPD def2/J DEFGRID3
* xyz 1 3
Pd -0.92 0.29 -0.38
O 0.84 -1.61 2.37
S 0.92 -0.82 1.13
C 1.62 -1.92 -0.14
C 2.95 -2.31 -0.09
C 3.43 -3.28 -0.96
C 2.57 -3.88 -1.87
C 1.24 -3.49 -1.91
C 0.74 -2.50 -1.06
P -1.01 -1.98 -1.15
C -1.55 -2.06 -2.86
C -0.67 -1.87 -3.93
C -1.16 -1.75 -5.22
C -2.53 -1.81 -5.45
C -3.41 -1.98 -4.39
C -2.92 -2.10 -3.10
C -1.90 -3.24 -0.21
C -2.38 -4.40 -0.80
C -3.01 -5.36 -0.02
C -3.14 -5.17 1.35
C -2.64 -4.02 1.94
C -2.02 -3.05 1.17
C 2.15 0.46 1.35
C 3.32 0.15 2.02
C 4.30 1.12 2.18
C 4.08 2.39 1.68
C 2.86 2.73 1.11
C 1.86 1.77 0.97
P 0.11 2.27 0.66
C -0.42 2.55 2.38
C 0.24 3.42 3.24
C -0.17 3.54 4.55
C -1.25 2.80 5.02
C -1.92 1.93 4.16
C -1.50 1.81 2.84
C 0.23 3.89 -0.13
C -0.30 5.04 0.44
C -0.26 6.24 -0.24
C 0.32 6.30 -1.50
C 0.83 5.15 -2.09
C 0.78 3.95 -1.41
H 3.63 -1.86 0.61
H 4.47 -3.57 -0.92
H 2.93 -4.65 -2.54
H 0.57 -3.96 -2.62
H 0.39 -1.81 -3.75
H -0.48 -1.62 -6.04
H -2.91 -1.72 -6.46
H -4.47 -2.00 -4.57
H -3.62 -2.20 -2.28
H -2.28 -4.56 -1.86
H -3.39 -6.26 -0.48
H -3.63 -5.92 1.96
H -2.73 -3.87 3.01
H -1.63 -2.16 1.64
H 3.45 -0.84 2.45
H 5.22 0.88 2.70
H 4.85 3.15 1.78
H 2.68 3.75 0.81
H 1.09 4.00 2.90
H 0.35 4.22 5.22
H -1.57 2.89 6.04
H -2.76 1.35 4.51
H -2.03 1.14 2.17
H -0.77 5.00 1.42
H -0.67 7.13 0.21
H 0.35 7.25 -2.03
H 1.26 5.19 -3.08
H 1.16 3.05 -1.88
C 4.41 -0.39 -3.30
C 3.36 0.66 -3.66
C 2.20 0.57 -2.78
N 1.30 0.48 -2.07
H 5.25 -0.31 -3.99
H 4.00 -1.39 -3.36
H 4.78 -0.23 -2.29
H 3.00 0.54 -4.68
H 3.76 1.68 -3.57
S -3.38 -0.13 0.16
P -3.63 1.46 -1.09
S -2.02 1.56 -2.28
C -5.16 1.31 -2.02
C -5.13 1.10 -3.39
C -6.32 0.98 -4.09
C -7.53 1.08 -3.43
C -7.56 1.29 -2.05
C -6.38 1.41 -1.35
C -3.79 2.98 -0.12
C -4.21 2.96 1.21
C -4.36 4.14 1.91
C -4.09 5.35 1.30
C -3.68 5.38 -0.03
C -3.52 4.20 -0.74
H -4.18 1.01 -3.91
H -6.31 0.82 -5.16
H -8.46 0.99 -3.98
H -8.51 1.37 -1.53
H -6.40 1.58 -0.28
H -4.40 2.00 1.69
H -4.67 4.11 2.95
H -4.21 6.28 1.85
H -3.46 6.33 -0.51
H -3.17 4.23 -1.76
*
```

These are the Löwdin partial charges, in e, on atoms 1 to 8: atom 1 (Pd): 0.177, atom 2 (O): -0.429, atom 3 (S): 0.873, atom 4 (C): -0.344, atom 5 (C): -0.056, atom 6 (C): -0.058, atom 7 (C): -0.054, atom 8 (C): -0.076